1.
80
Properties=species:S:1:pos:R:3:forces:R:3 method="wB97M-V/def2-TZVPD" e_above_lowest_kcal_mol=8.0 homo_energy_ev=-4.13 charge=-1 homo_lumo_gap_ha=0.2358
Sr -0.75453 -0.26900 0.07146 0.2 0.2 0.3
C 9.38525 -4.22606 -3.33084 0.0 0.0 0.0
O 8.82973 -3.47243 -2.27796 0.0 0.0 0.0
C 7.91476 -4.10015 -1.47600 0.0 0.0 -0.1
C 7.35752 -3.31744 -0.46613 0.0 0.0 0.1
C 6.41893 -3.85140 0.39085 0.0 0.0 -0.1
C 6.02182 -5.18186 0.25232 0.0 -0.1 0.0
C 6.60648 -5.96718 -0.72369 0.0 0.1 0.0
C 7.54139 -5.42956 -1.60615 0.0 0.0 0.0
N 5.14869 -5.80477 1.20528 0.0 0.0 0.0
N 4.00696 -5.36763 1.44752 0.1 -0.1 0.0
C 3.35402 -4.34749 0.73310 0.0 0.0 0.0
C 3.47259 -4.07787 -0.62342 0.0 0.0 0.0
C 2.69688 -3.12331 -1.25971 0.1 0.2 -0.1
C 1.77252 -2.30880 -0.57467 0.0 -0.4 0.1
O 1.08387 -1.40436 -1.13651 -0.2 0.0 0.1
C 1.58293 -2.64329 0.83899 0.0 0.0 0.0
N 0.60251 -1.97225 1.49685 0.0 -0.1 -0.1
C 0.34226 -2.26301 2.74686 0.0 0.0 0.0
C 1.05448 -3.24205 3.45801 0.0 0.0 0.0
C 2.05046 -3.92806 2.82175 0.0 0.0 0.0
C 2.34317 -3.65387 1.46607 0.0 0.1 -0.1
H 10.05976 -3.55860 -3.86161 0.0 0.0 0.0
H 8.61310 -4.58061 -4.02029 0.0 0.0 0.0
H 9.95103 -5.08463 -2.95594 0.0 0.0 0.0
H 7.67176 -2.28579 -0.37852 0.0 0.0 0.0
H 5.97354 -3.23864 1.16359 0.0 0.0 0.0
H 6.32205 -7.00844 -0.80629 0.0 0.0 0.0
H 7.96843 -6.06129 -2.37154 0.0 0.0 0.0
H 4.16378 -4.64737 -1.22876 0.0 0.0 0.0
H 2.81320 -2.95338 -2.32281 0.0 0.0 0.0
H -0.47024 -1.71924 3.21785 0.0 0.0 0.0
H 0.80238 -3.44559 4.49017 0.0 0.0 0.0
H 2.61650 -4.69703 3.32875 0.0 0.0 0.0
C -4.19531 1.19923 1.96713 -0.1 0.0 0.0
N -4.21485 1.31869 0.51958 0.1 0.1 0.2
C -4.72198 0.35412 -0.31706 0.0 -0.1 -0.1
C -4.46617 0.74450 -1.57861 -0.1 0.0 -0.1
N -3.78346 1.94922 -1.49697 0.0 0.0 0.0
C -3.36214 2.76808 -2.61268 0.0 0.0 0.0
C -3.64597 2.32003 -0.19886 -0.1 0.0 0.0
Se -2.89945 3.88461 0.39231 0.0 0.0 0.0
H -5.21747 1.12527 2.33891 0.0 0.0 0.0
H -3.72160 2.09101 2.36924 0.0 0.0 0.0
H -3.64472 0.29430 2.22484 0.0 0.0 0.0
H -5.15468 -0.54637 0.07165 0.0 0.0 0.0
H -4.67530 0.26774 -2.51932 0.0 0.0 0.0
H -3.62280 2.25131 -3.53413 0.0 0.0 0.0
H -2.28704 2.94069 -2.57198 0.0 0.0 0.0
H -3.85680 3.73805 -2.56928 0.0 0.0 0.0
C 3.30117 3.61109 1.29369 -0.1 0.0 0.0
Si 1.46564 3.21047 0.96753 0.0 -0.1 0.0
C 1.08343 4.12143 -0.64716 -0.1 0.0 0.0
C 0.53633 4.04940 2.38360 -0.1 0.0 -0.1
C 1.05402 1.43894 0.86041 0.0 0.2 0.1
H 3.48865 4.68834 1.34535 0.0 0.0 0.0
H 3.93072 3.20065 0.49944 0.0 0.0 0.0
H 3.62667 3.16841 2.23889 0.0 0.0 0.0
H 1.24846 5.19886 -0.55329 0.0 0.0 0.0
H 0.03970 3.97097 -0.93500 0.0 0.0 0.0
H 1.72513 3.75194 -1.45210 0.0 0.0 0.0
H 0.61506 5.13909 2.33497 0.0 0.0 0.0
H 0.94530 3.72673 3.34504 0.0 0.0 0.0
H -0.52504 3.79131 2.35557 0.0 0.0 0.0
H 1.20752 0.98012 1.85286 0.0 0.0 0.0
H 1.76332 0.93204 0.18514 0.0 0.0 0.0
C -1.89565 -4.22108 0.46254 0.0 0.2 0.0
Si -2.85335 -2.66644 -0.06260 -0.3 -0.1 0.3
C -2.05959 -2.15530 -1.73573 -0.2 -0.4 -0.3
C -4.62431 -3.19277 -0.49389 0.1 0.0 -0.1
O -2.82680 -1.46187 0.99638 0.7 0.0 -0.5
H -2.37742 -5.15881 0.17550 0.0 0.0 -0.1
H -1.77785 -4.22636 1.54893 0.0 0.0 0.0
H -0.89016 -4.22208 0.03183 0.0 0.0 0.0
H -2.53164 -2.75952 -2.51961 0.0 0.0 0.1
H -0.99230 -2.37690 -1.82795 0.0 0.1 0.1
H -2.23805 -1.12070 -2.05213 0.0 0.1 0.0
H -4.63544 -4.07436 -1.14101 0.0 0.0 0.0
H -5.14136 -2.39176 -1.02932 0.0 0.0 0.0
H -5.20277 -3.42385 0.40338 0.0 0.0 0.0

2.
44
Properties=species:S:1:pos:R:3:forces:R:3 method="wB97M-V/def2-TZVPD" homo_energy_ev="-15.50 / -15.79" charge=+2 spin_multiplicity=5 homo_lumo_gap_ha="0.2459 / 0.2148"
C -1.06062 0.53069 -2.42092 0.4 0.5 -1.7
C -0.98816 0.10774 -0.97492 -2.8 0.0 -1.1
H -2.04497 0.36939 -2.89361 0.1 -0.1 0.7
H -0.35752 -0.02291 -3.05795 0.0 0.1 0.4
H -0.81893 1.59568 -2.61141 0.0 -0.6 0.5
O -1.98290 -0.27082 -0.40757 3.2 1.0 -1.1
I 1.54581 0.02289 1.65141 0.9 -0.1 0.9
Co 1.30588 0.67357 -0.82741 -1.1 0.1 0.6
P 0.12297 2.43009 0.17637 -0.4 2.0 0.4
C -0.97653 2.52744 1.63572 -0.2 -0.8 0.0
C 1.54228 3.43036 0.73070 0.2 -0.3 -0.3
H 1.19276 4.44259 0.97186 0.1 -0.2 -0.1
H -1.03438 4.45564 -0.57070 0.2 -0.3 0.0
H 2.25846 3.44453 -0.09863 0.0 0.3 0.3
H -0.06858 3.70657 -1.87636 -0.2 -0.1 0.1
H -0.37074 2.37791 2.54236 -0.3 0.0 -0.3
H 2.00358 2.96731 1.61224 -0.1 0.2 -0.3
C -0.73315 3.50314 -1.02639 0.0 -0.2 -0.1
H -1.45541 3.52190 1.66835 0.3 -0.4 -0.1
H -1.64052 2.98192 -1.35082 0.1 0.3 -0.1
H -1.74144 1.73386 1.55921 0.2 0.6 0.2
P 1.21511 -1.61428 -0.99981 0.7 -1.6 -1.0
C 0.55653 -3.00062 -0.02047 -0.4 0.5 0.3
C 0.80421 -2.15301 -2.69789 0.0 0.1 0.2
H 3.52104 -1.13032 -1.47061 0.1 -0.3 0.1
H 3.20198 -2.90237 -1.22523 0.1 0.2 0.0
H 3.31742 -1.79318 0.19079 0.0 -0.1 -0.4
C 3.01035 -1.88573 -0.85970 0.0 0.2 0.0
H 1.28612 -1.49610 -3.43484 -0.2 -0.2 0.1
H 1.13952 -3.18657 -2.85638 -0.1 0.3 0.1
H 0.95652 -3.93075 -0.45068 -0.2 0.3 0.1
H -0.53625 -2.98038 -0.09573 0.1 -0.3 0.1
H -0.28846 -2.11256 -2.78350 0.2 -0.1 -0.3
H 0.86795 -2.91320 1.02599 -0.1 -0.1 -0.3
Cl 2.67564 1.56020 -2.22236 -0.5 -0.3 0.2
C -2.68231 -1.99789 1.64110 -0.3 -0.4 0.0
S -1.31091 -0.88130 1.85960 -0.3 -0.5 1.1
C -0.94057 -1.37194 3.52577 0.4 0.3 0.4
H -2.40492 -3.04873 1.89321 -0.4 0.9 -0.1
H -3.13627 -1.89038 0.65336 0.3 -0.2 0.2
H -3.37679 -1.52720 2.36406 0.0 -0.7 -0.1
H -1.76823 -0.92563 4.11924 0.6 -0.5 0.0
H -0.82723 -2.46096 3.67619 -0.3 0.5 -0.1
H 0.02168 -0.88659 3.73639 -0.5 -0.1 0.5

3.
14
Properties=species:S:1:pos:R:3:forces:R:3 method="wB97M-V/def2-TZVPD" e_above_lowest_kcal_mol=17.6 homo_energy_ev="-3.86 / -10.41" charge=0 spin_multiplicity=2 homo_lumo_gap_ha="0.1723 / 0.4068"
O -1.47128 -0.52081 0.37185 -0.2 0.0 0.1
C -0.27614 -0.40421 0.58972 -0.1 -0.2 0.6
O 0.29486 -0.51237 1.82324 -0.2 -0.3 0.1
C 0.64446 0.24771 -0.36499 0.6 0.1 -0.5
C 0.47445 1.76944 -0.48059 -0.3 -0.1 -0.7
N 0.32076 -0.41766 -1.69757 0.7 -0.6 0.4
H -0.32363 -0.99421 2.39679 0.1 0.2 -0.2
H 1.66926 -0.00097 -0.10336 -0.1 -0.1 -0.1
H 0.19306 2.05583 -1.49319 -0.1 0.1 0.0
H 1.42398 2.25062 -0.29487 0.1 0.2 0.3
H -0.31160 2.13603 0.17174 0.1 0.0 0.2
H -0.68453 -0.27233 -1.88023 0.1 0.0 -0.3
H 0.97144 -0.16456 -2.47019 -0.4 0.4 0.0
H 0.49360 -1.46391 -1.55804 -0.3 0.2 0.1

> Which value of charge does entry 1 give?

-1